Density functional theory data (wB97M-V/def2-TZVPD) for a molecular structure, C33H36BCl3F5N6OS4Tc at a distorted geometry.

```
90
Properties=species:S:1:pos:R:3:forces:R:3:lowdin_charge:R:1
Tc -0.708287 0.597203 0.020773 -1.056 0.587 1.486 0.772
C -3.501444 -3.378756 2.210602 0.045 0.022 0.036 -0.029
C -3.110771 -3.583880 0.749199 0.100 -0.007 0.028 -0.530
C -3.663566 -4.926030 0.277988 0.093 -0.066 -0.020 -0.048
C -3.651213 -2.483967 -0.155357 -0.040 0.028 -0.103 -0.035
N -1.603584 -3.600859 0.628443 -0.178 -0.088 0.098 0.028
C -0.893158 -4.674855 0.120535 -0.240 0.139 -0.028 -0.012
C 0.406402 -4.332179 0.122772 0.149 0.178 0.024 -0.026
N 0.505093 -3.059036 0.636051 0.124 -0.028 0.297 0.027
B 1.911695 -2.410810 0.748646 -0.050 0.108 -0.126 -0.557
N 2.379786 -1.844120 -0.619508 0.074 -0.283 0.071 0.020
C 3.721191 -1.871809 -0.951179 -0.208 -0.008 0.167 -0.030
C 3.852119 -1.343655 -2.179445 -0.170 0.242 -0.145 -0.017
N 2.583525 -0.974282 -2.609012 0.094 -0.073 -0.291 0.026
C 1.692433 -1.303347 -1.643880 0.247 0.142 0.068 -0.658
S -0.023167 -1.074648 -1.700411 0.067 -0.131 -0.226 0.664
C 2.297507 -0.344370 -3.956737 0.004 0.021 0.150 -0.531
C 1.399471 -1.273539 -4.769824 -0.033 -0.039 0.026 -0.033
C 1.665038 1.032677 -3.744747 0.003 -0.005 0.079 -0.043
C 3.615896 -0.158526 -4.701915 0.079 -0.019 0.054 -0.051
N 2.014912 -1.360692 1.894955 0.115 -0.202 -0.042 0.023
C 2.267456 -1.783646 3.182357 -0.010 -0.074 -0.176 -0.024
C 2.442981 -0.691750 3.945008 -0.050 0.191 -0.026 -0.020
N 2.304924 0.417996 3.124932 -0.029 0.187 0.192 0.036
C 2.010967 -0.018336 1.877748 -0.035 0.017 0.229 -0.580
S 1.639124 0.906950 0.441894 -0.056 -0.105 -0.049 0.710
C 2.492147 1.805201 3.714818 0.056 -0.102 0.007 -0.519
C 1.311767 2.083280 4.642336 -0.054 -0.091 0.017 -0.018
C 3.810838 1.794802 4.498334 0.012 -0.062 -0.078 -0.028
C 2.586842 2.883883 2.647628 -0.009 -0.009 -0.100 -0.065
C -0.727231 -2.616008 0.938903 0.138 -0.270 -0.294 -0.596
S -1.087419 -1.044135 1.644982 0.071 0.203 -0.506 0.697
H -4.590277 -3.383342 2.289377 0.056 -0.007 -0.005 0.099
H -3.140389 -2.427148 2.597502 -0.032 -0.028 -0.015 0.042
H -3.107472 -4.187914 2.830488 -0.029 0.043 -0.030 0.097
H -4.747002 -4.890058 0.381418 0.015 0.002 0.000 0.098
H -3.301316 -5.758576 0.885653 -0.022 0.046 -0.037 0.094
H -3.437205 -5.115238 -0.773723 -0.033 0.006 0.053 0.094
H -4.738299 -2.572055 -0.217655 0.064 0.024 0.014 0.102
H -3.235437 -2.580326 -1.162664 -0.052 -0.004 0.046 0.102
H -3.410060 -1.500440 0.231964 0.032 0.097 0.023 0.016
H -1.357909 -5.586447 -0.203428 -0.014 0.067 0.050 0.121
H 1.273290 -4.887598 -0.197508 -0.067 0.078 0.073 0.136
H 2.677939 -3.297107 1.035393 -0.075 0.084 -0.022 0.129
H 4.466804 -2.270871 -0.282139 -0.114 0.021 -0.055 0.133
H 4.738987 -1.189586 -2.764484 -0.088 -0.024 -0.017 0.119
H 0.444835 -1.444892 -4.275426 0.018 0.015 -0.031 0.039
H 1.893291 -2.234549 -4.932520 -0.029 0.044 -0.002 0.096
H 1.202559 -0.818546 -5.743285 0.036 -0.027 0.064 0.098
H 0.667791 0.957218 -3.316688 0.069 -0.004 0.007 -0.009
H 1.591216 1.541111 -4.708440 0.002 -0.034 0.058 0.099
H 2.287757 1.640403 -3.081738 -0.031 -0.026 -0.062 0.096
H 4.114809 -1.108886 -4.903244 -0.026 0.045 0.013 0.092
H 4.297947 0.505565 -4.165550 -0.036 -0.031 -0.047 0.094
H 3.390179 0.304126 -5.661751 0.009 -0.011 0.015 0.097
H 2.319803 -2.830117 3.437624 -0.005 0.111 -0.055 0.137
H 2.654575 -0.614424 4.996157 0.004 0.048 -0.086 0.129
H 1.281064 1.374138 5.473836 0.005 0.061 -0.053 0.088
H 0.371770 2.020392 4.092872 0.027 0.032 0.025 0.049
H 1.403375 3.090281 5.055671 0.018 -0.081 -0.023 0.102
H 3.781807 1.144319 5.372771 -0.010 0.030 -0.045 0.078
H 4.013215 2.806472 4.851392 -0.026 -0.047 -0.004 0.097
H 4.639208 1.485077 3.856941 -0.030 0.026 0.040 0.099
H 1.648012 3.020252 2.115947 0.108 -0.050 0.060 0.024
H 3.378030 2.676303 1.923201 -0.046 0.029 0.065 0.087
H 2.827462 3.817758 3.159066 -0.007 -0.023 -0.033 0.103
F 1.152261 7.052723 -0.707243 0.053 0.094 -0.030 0.154
C 0.632022 5.962119 -0.168361 0.049 0.103 -0.037 -0.131
C 0.438025 4.833881 -0.937789 0.037 -0.021 -0.191 -0.137
F 0.776760 4.826735 -2.224022 -0.018 -0.019 0.016 0.140
C -0.108659 3.717856 -0.347180 0.042 -0.078 -0.011 -0.231
F -0.287932 2.625899 -1.142632 -0.026 -0.271 -0.262 -0.052
C -0.468580 3.646066 0.983064 -0.191 -0.034 0.008 -0.517
S -1.163621 2.207122 1.708231 0.340 -0.471 -0.302 0.681
C -0.249370 4.797304 1.729075 -0.044 0.047 0.109 -0.251
F -0.542178 4.805554 3.028131 -0.020 -0.009 0.067 0.104
C 0.288536 5.939659 1.171561 0.001 0.083 0.109 -0.134
F 0.493308 7.017271 1.917922 -0.003 0.024 0.032 0.147
Cl -7.372290 1.507281 -3.708304 0.015 -0.003 0.011 0.711
C -5.932614 1.293596 -2.778652 -0.002 0.011 -0.010 -0.661
C -4.703343 1.307797 -3.412413 -0.011 0.014 -0.127 -0.120
C -3.556514 1.132826 -2.661670 0.209 -0.051 0.051 -0.559
Cl -2.020531 1.203514 -3.451226 -0.074 -0.017 0.006 0.753
C -3.603707 0.903705 -1.281463 0.004 0.157 0.236 -0.405
O -2.530453 0.669714 -0.524281 0.674 -0.386 -0.663 -0.409
C -4.867591 0.944540 -0.674772 0.028 -0.004 0.138 -0.573
Cl -4.973782 0.807116 1.046446 0.043 -0.081 -0.072 0.749
C -6.022800 1.130229 -1.406904 -0.138 -0.006 0.067 -0.118
H -4.635697 1.459386 -4.481888 0.015 0.001 0.078 0.113
H -6.983885 1.154057 -0.909545 0.073 0.001 -0.027 0.114
```
Forces are in eV/Å.

Properties
2S+1: 2
energy relative to the best compared isomer or geometry (same formula, charge and spin): 0.486 eV
frontier orbital gap (spin up / spin down): 5.6 / 6.3 eV
net charge: +1
calculated total energy: -5261.17252 Ha

Density functional theory data (wB97M-V/def2-TZVPD) for a molecular structure, C27H24N5ReS.

```
58
Properties=species:S:1:pos:R:3:forces:R:3:nbo_charge:R:1
Re 0.214213 -0.218061 0.053685 -0.063 -0.064 0.068 1.236
C -0.471710 -2.090717 2.238668 0.000 0.105 0.080 -0.263
N -0.956575 -0.741590 1.813428 0.087 -0.137 -0.104 -0.398
C -2.428317 -0.745593 1.543557 -0.066 -0.033 0.039 -0.273
C -2.727222 -0.535707 0.087254 0.131 0.086 -0.046 0.227
C -3.978297 -0.730487 -0.448897 -0.061 0.021 -0.036 -0.216
C -4.197530 -0.440756 -1.792818 -0.027 -0.031 0.066 -0.065
C -3.156381 0.050046 -2.563053 0.047 0.029 -0.020 -0.227
C -1.924033 0.228519 -1.970506 -0.062 0.001 -0.030 0.091
N -1.700113 -0.075663 -0.674280 -0.083 -0.003 0.012 -0.489
C -0.591628 0.281203 2.856234 -0.014 0.040 0.025 -0.245
C 0.826791 0.777641 2.652627 0.063 0.005 -0.131 0.249
C 1.676983 1.000461 3.665777 -0.021 0.005 0.015 -0.322
C 3.005115 1.610098 3.534892 -0.044 -0.021 0.013 -0.209
C 3.899025 1.453001 2.377123 0.066 -0.011 0.022 -0.229
C 3.502007 0.838097 1.028054 -0.037 -0.006 -0.024 -0.334
N 1.028893 0.979513 1.296948 -0.010 -0.025 -0.041 -0.588
C -0.227170 -2.954570 1.040597 -0.070 -0.065 -0.003 0.199
C -0.444147 -4.312479 0.994885 0.018 0.029 0.017 -0.211
C -0.115072 -5.010920 -0.165439 -0.019 -0.037 0.051 -0.083
C 0.438978 -4.330492 -1.234590 0.027 0.011 -0.053 -0.220
C 0.647229 -2.968815 -1.121582 0.019 0.001 0.007 0.085
N 0.298683 -2.289935 -0.015221 0.085 0.142 -0.049 -0.486
H -1.161157 -2.554887 2.946049 0.015 0.005 0.010 0.242
H 0.483163 -1.930038 2.748069 0.000 -0.019 0.016 0.237
H -2.896512 0.060580 2.110522 -0.020 -0.017 0.006 0.256
H -2.881087 -1.673309 1.895388 0.013 -0.007 -0.018 0.247
H -4.781916 -1.100610 0.174019 0.001 0.002 0.003 0.261
H -5.177829 -0.589738 -2.226256 -0.001 0.002 0.002 0.267
H -3.294857 0.303894 -3.604133 0.010 0.001 0.000 0.271
H -1.080945 0.629318 -2.516247 0.004 -0.010 -0.001 0.228
H -0.750681 -0.116823 3.858947 0.003 0.006 0.009 0.240
H -1.250974 1.138147 2.713886 -0.011 -0.007 0.024 0.246
H 1.320399 0.841600 4.675859 0.017 0.009 0.006 0.264
H 3.173799 2.489990 4.149226 0.012 -0.005 0.002 0.286
H 4.629023 2.254270 2.280924 -0.015 0.011 -0.011 0.291
H 4.284712 1.069059 0.303055 0.012 -0.019 0.007 0.290
H -0.864583 -4.824570 1.850074 -0.007 0.003 -0.003 0.259
H -0.284049 -6.078252 -0.221769 0.003 0.000 -0.004 0.266
H 0.725184 -4.841044 -2.143021 -0.004 -0.004 0.002 0.270
H 1.110417 -2.395036 -1.913736 -0.008 0.012 0.004 0.232
S 4.577330 0.517520 3.873193 -0.035 0.017 -0.020 0.708
C 4.060235 -1.158169 4.164059 0.015 0.016 0.009 -0.346
C 3.591818 -2.052565 3.291074 -0.009 -0.011 -0.024 -0.202
C 3.361097 -1.534564 1.986345 -0.010 0.003 -0.003 0.012
C 3.342976 -0.594644 1.237609 0.019 0.003 0.020 0.030
C 2.172341 1.502103 0.542746 -0.012 0.011 -0.018 0.232
C 2.339115 2.989378 0.511321 -0.027 -0.036 0.010 -0.153
C 2.772720 3.561762 -0.637321 -0.007 -0.057 -0.043 -0.199
C 2.865000 2.783265 -1.820487 0.032 0.107 0.014 -0.147
C 2.255063 1.515594 -1.856530 -0.028 -0.004 0.084 0.108
N 1.800591 0.927964 -0.775247 0.064 -0.057 0.063 -0.506
H 4.299583 -1.397792 5.195587 -0.005 -0.017 -0.003 0.290
H 3.419201 -3.079549 3.584532 0.006 0.003 0.014 0.278
H 2.181748 3.555429 1.421634 0.004 0.022 -0.015 0.243
H 3.005839 4.617602 -0.678618 -0.003 0.002 0.006 0.271
H 3.252593 3.212901 -2.733212 -0.001 -0.025 -0.009 0.263
H 2.061903 1.026119 -2.803846 0.004 0.019 -0.014 0.236
```
Forces are in eV/Å.

Properties
2S+1: 2
energy relative to the best compared isomer or geometry (same formula, charge and spin): 2.906 eV
frontier orbital gap (spin up / spin down): 7.2 / 6.2 eV
net charge: +3
calculated total energy: -1792.40428 Ha

Density functional theory data (wB97M-V/def2-TZVPD) for 2 unconnected molecules or ions with the total composition C4H14N at a distorted geometry.

```
19
Properties=species:S:1:pos:R:3:forces:R:3:nbo_charge:R:1
C 1.269465 0.031599 1.458722 0.628 1.021 1.065 -0.232
C 0.696159 1.434718 1.479630 -1.105 0.943 0.246 -0.676
N 2.225075 -0.059139 0.288990 -1.278 -0.878 -0.070 -0.670
H 1.881915 -0.083041 2.353906 0.042 -0.236 -0.115 0.233
H 0.544445 -0.770326 1.473202 -0.052 -0.150 -0.606 0.247
H -0.357758 1.493209 1.766505 -0.007 -0.524 -0.277 0.266
H 0.758233 1.975287 0.531046 0.024 -0.264 -0.120 0.225
H 2.718353 0.828485 0.195360 0.443 -0.281 0.014 0.451
H 2.810774 -0.890664 0.385841 0.457 0.381 -0.100 0.451
H 1.662343 -0.202419 -0.557398 0.106 0.160 -0.089 0.450
H 1.124743 2.095113 2.229009 0.643 -0.200 0.007 0.251
C -2.690607 -0.764898 -1.346906 1.261 0.065 -0.277 -0.599
C -1.146823 -0.691512 -1.572480 -0.769 -0.768 0.800 -0.620
H -3.106122 0.017153 -1.941653 -0.769 0.616 -0.035 0.216
H -3.102509 -1.699174 -1.699238 -0.055 -0.238 -0.040 0.219
H -2.910409 -0.645498 -0.290242 -0.259 0.063 -0.049 0.205
H -0.781809 -1.722129 -1.563559 0.404 0.200 -0.135 0.207
H -0.859531 -0.180726 -2.484419 -0.013 -0.056 -0.130 0.218
H -0.735933 -0.166037 -0.706321 0.300 0.148 -0.088 0.158
```
Forces are in eV/Å.

Properties
energy relative to the best compared isomer or geometry (same formula, charge and spin): 0.727 eV
frontier orbital gap: 11.4 eV
net charge: +1
calculated total energy: -215.28220 Ha

Which value of net charge does entry 3 give?
+1